No. 1
Computed, not measured: a single C20H19N3OS2 molecule at a distorted geometry, with ωB97M-V/def2-TZVPD.

Summary:
SMILES: COCCn1c(SCc2csc(-c3ccccc3)n2)nc2ccccc21
Orbital gap in Eh: 0.2962
HOMO energy in eV: -7.77

Structure (ORCA input):
```
! RIJCOSX wB97M-V def2-TZVPD def2/J DEFGRID3
* xyz 0 1
C -4.4973 -3.5447 -0.3477
H -5.3612 -3.0394 0.1025
O -3.4782 -2.6325 -0.6587
C -3.8725 -1.6523 -1.5851
C -2.6938 -0.6998 -1.8032
N -2.3839 0.0232 -0.6048
C -1.4306 -0.2862 0.3251
N -1.4349 0.4924 1.3707
C -2.4610 1.3782 1.1571
C -2.9220 2.4242 1.9455
C -3.9937 3.1553 1.4739
C -4.5969 2.8669 0.2501
C -4.1512 1.8317 -0.5505
C -3.0800 1.0911 -0.0823
H -4.6209 1.6146 -1.4988
H -5.4326 3.4665 -0.0792
H -4.3785 3.9736 2.0646
H -2.4528 2.6470 2.8901
S -0.3197 -1.5945 0.0703
C 0.7089 -1.3946 1.5844
C 2.1494 -1.4729 1.2457
C 2.9339 -2.5844 1.3720
S 4.5358 -2.2649 0.8531
C 4.0298 -0.6139 0.4810
N 2.7885 -0.3912 0.7439
C 4.9465 0.3608 -0.0619
C 6.2816 0.0438 -0.3095
C 7.1363 0.9947 -0.8315
C 6.6717 2.2699 -1.1124
C 5.3454 2.5923 -0.8685
C 4.4844 1.6479 -0.3469
H 3.4497 1.8799 -0.1506
H 4.9833 3.5860 -1.0872
H 7.3428 3.0109 -1.5207
H 8.1691 0.7417 -1.0206
H 6.6425 -0.9511 -0.0900
H 2.6614 -3.5534 1.7378
H 0.4353 -0.4147 1.9743
H 0.4214 -2.1862 2.2744
H -1.8142 -1.2829 -2.0870
H -2.9384 0.0104 -2.5984
H -4.1546 -2.1160 -2.5440
H -4.7415 -1.0931 -1.2021
H -4.0747 -4.2478 0.3663
H -4.8327 -4.0863 -1.2413
*
```



No. 2
Computed, not measured: 2 unconnected molecules or ions with the total composition C5H8ClF at a distorted geometry, with ωB97M-V/def2-TZVPD.

Summary:
Orbital gap (spin up / spin down) in Eh: 0.2831 / 0.3189
HOMO energy (spin up / spin down) in eV: -6.70 / -9.61

Structure (ORCA input):
```
! RIJCOSX wB97M-V def2-TZVPD def2/J DEFGRID3
* xyz 0 3
C 0.9040 -1.1966 -1.3176
C 0.8526 -0.6199 -0.0817
C -0.2895 -0.0633 1.9822
C -0.3343 -0.6593 0.6319
C -0.8736 1.3757 -1.2558
F -0.3649 2.2530 -0.3402
Cl 0.1905 1.0373 -2.4742
H 1.8840 -1.3294 -1.6596
H 0.2156 -1.9704 -1.5964
H 1.6417 0.1058 0.3839
H -1.0152 -0.5157 2.6174
H -0.4764 1.0040 1.8718
H 0.7596 -0.1748 2.5284
H -1.2912 -1.1153 0.3923
H -1.8029 1.8690 -1.6823
*
```



No. 3
Computed, not measured: 3 unconnected molecules or ions with the total composition C19H49FN4O4Si at a distorted geometry, with ωB97M-V/def2-TZVPD.

Summary:
SMILES: C[Si@](F)(CCN)CCCCN.COCCNCCOC.COCCNCCOC
Orbital gap in Eh: 0.3368
HOMO energy in eV: -8.45

Structure (ORCA input):
```
! RIJCOSX wB97M-V def2-TZVPD def2/J DEFGRID3
* xyz 0 1
C -4.8535 -1.2911 0.9021
Si -3.4614 -1.7635 -0.2565
F -2.4786 -0.4877 -0.3428
C -4.1417 -1.9920 -2.0042
C -4.1512 -0.6834 -2.8363
N -3.0923 -0.7176 -3.8443
C -2.5656 -3.3440 0.2233
C -1.0205 -3.2835 0.1928
C -0.4342 -2.7299 -1.1142
C 0.2990 -1.3920 -0.9667
N 0.3366 -0.6240 -2.2335
H -4.7139 -1.6354 1.9224
H -4.9034 -0.2036 0.9609
H -5.8195 -1.6069 0.5240
H -5.1532 -2.3840 -1.8919
H -3.5374 -2.7441 -2.4996
H -4.0318 0.1782 -2.1891
H -5.1353 -0.6249 -3.3003
H -3.4162 -1.1208 -4.7117
H -2.6915 0.1955 -4.0093
H -2.8564 -3.7091 1.2072
H -2.8653 -4.1216 -0.4770
H -0.6345 -2.7518 1.0600
H -0.6668 -4.3054 0.3099
H -1.1674 -2.6678 -1.9153
H 0.3191 -3.4352 -1.4633
H 1.3377 -1.5777 -0.7039
H -0.1403 -0.7906 -0.1795
H 0.5933 -1.2937 -2.9528
H -0.6232 -0.3428 -2.4156
C -1.5558 -0.4514 3.2848
O -1.9691 -0.7054 4.6127
C -2.1935 -2.0795 4.9015
C -1.1270 -2.6364 5.8208
N 0.1585 -2.7444 5.1423
C 1.2875 -3.0451 6.0198
C 1.6437 -2.0431 7.1143
O 2.1572 -0.8138 6.6386
C 1.1890 0.1480 6.2621
H -1.6027 0.6235 3.1195
H -0.5256 -0.7807 3.1096
H -2.2177 -0.9438 2.5665
H -2.2633 -2.6692 3.9817
H -3.1584 -2.1451 5.4125
H -1.4325 -3.6320 6.1565
H -1.0805 -1.9826 6.7016
H 0.3504 -1.8760 4.6605
H 2.1667 -3.1566 5.3808
H 1.1099 -4.0193 6.4867
H 2.4499 -2.4869 7.7039
H 0.8143 -1.8675 7.8100
H 0.2885 0.0830 6.8779
H 0.9192 0.0542 5.2065
H 1.6338 1.1335 6.4001
C 1.2825 2.5330 -2.2322
O 2.5023 3.2161 -1.9750
C 3.6620 2.4835 -2.3417
C 4.3424 3.0959 -3.5489
N 3.5507 2.9113 -4.7587
C 4.0117 3.6798 -5.9117
C 4.0102 5.2031 -5.8175
O 2.7217 5.7858 -5.7631
C 2.1319 5.8399 -4.4765
H 0.4860 3.0967 -1.7451
H 1.0636 2.4899 -3.3058
H 1.2936 1.5228 -1.8328
H 3.4246 1.4299 -2.5155
H 4.3547 2.5335 -1.4957
H 5.3173 2.6189 -3.6902
H 4.5150 4.1565 -3.3221
H 2.5915 3.1670 -4.5651
H 3.3728 3.4047 -6.7545
H 5.0255 3.3501 -6.1622
H 4.4627 5.5817 -6.7380
H 4.6318 5.5738 -4.9937
H 2.8785 5.9802 -3.6912
H 1.5441 4.9427 -4.2655
H 1.4498 6.6903 -4.4635
*
```



No. 4
Computed, not measured: 2 unconnected molecules or ions with the total composition C2H8OS2 at a distorted geometry, with ωB97M-V/def2-TZVPD.

Summary:
SMILES: CSSC.O
Orbital gap in Eh: 0.3078
HOMO energy in eV: -7.88

Structure (ORCA input):
```
! RIJCOSX wB97M-V def2-TZVPD def2/J DEFGRID3
* xyz 0 1
C 0.4342 1.0113 1.8976
S 0.4779 0.4229 0.2045
S -0.7339 1.9028 -0.7115
C -1.5083 0.5450 -1.9370
H -0.3283 1.7779 2.2637
H 1.4269 1.4121 2.3286
H 0.2178 0.1474 2.5042
H -2.3863 0.0104 -1.8209
H -0.6595 -0.2080 -2.1310
H -1.9003 1.1306 -2.7591
H 1.2415 -3.1937 0.5662
H 2.3504 -2.4576 -0.2953
O 1.3679 -2.5013 -0.1099
*
```